1.
{
  "formula": "C4H27N2O10",
  "method": "ωB97M-V with the def2-TZVPD basis set",
  "elements": ["O", "C", "O", "C", "C", "C", "N", "N", "H", "H", "H", "H", "H", "H", "H", "H", "H", "H", "H", "H", "H", "O", "H", "H", "O", "H", "H", "O", "H", "H", "O", "H", "H", "O", "H", "H", "O", "H", "H", "O", "H", "H", "O"],
  "positions_angstrom": [[-2.669, 0.741, 0.509], [-1.523, 0.791, 0.835], [-0.982, 0.840, 2.083], [-0.240, 0.707, -0.271], [-0.255, -0.671, -0.820], [1.047, -1.116, -1.344], [2.071, -1.589, -0.261], [-0.423, 1.770, -1.287], [-1.651, 0.740, 2.825], [0.753, 0.959, 0.196], [-1.078, -0.717, -1.618], [-0.488, -1.516, -0.059], [0.969, -2.014, -2.010], [1.518, -0.101, -1.654], [2.972, -1.117, -0.486], [1.680, -1.062, 0.668], [2.062, -2.561, -0.241], [-0.789, 2.618, -0.751], [-1.174, 1.514, -1.903], [2.533, 2.165, 2.240], [1.709, 1.876, 3.542], [1.647, 2.055, 2.641], [1.086, 2.103, -2.531], [1.738, 2.078, -3.839], [1.848, 1.745, -3.003], [-4.256, -0.101, -0.566], [-4.924, -0.347, 0.629], [-4.668, -0.758, -0.182], [2.967, 0.436, -2.530], [4.362, 0.567, -1.876], [3.667, -0.084, -2.045], [-3.306, -3.520, 0.113], [-3.493, -1.992, -0.152], [-2.918, -2.614, 0.261], [-1.014, -3.395, 0.542], [-0.071, -4.315, 1.293], [-0.114, -3.620, 0.683], [0.204, -0.817, 2.333], [1.160, 0.439, 2.434], [1.127, -0.532, 2.075], [-0.826, 4.051, 1.237], [0.125, 2.949, 1.488], [-0.385, 3.412, 0.801]],
  "lowdin_charge": [0.133, -0.403, 0.036, -0.282, -0.196, -0.139, 0.166, 0.034, 0.178, 0.136, 0.167, 0.115, 0.156, 0.105, 0.124, 0.127, 0.100, 0.090, 0.082, 0.115, 0.047, -0.001, 0.021, 0.017, -0.025, -0.052, 0.066, 0.031, 0.016, 0.063, -0.090, 0.089, -0.039, -0.071, -0.021, 0.028, -0.010, 0.092, 0.049, -0.113, 0.012, 0.036, 0.011],
  "gap_ev": 9.96,
  "homo_energy_ev": -12.7119,
  "relative_energy_kj_mol": 325.0,
  "lumo_energy_ev": -2.75,
  "e_tot_ev": -28035.049,
  "charge": 1
}


2.
{
  "formula": "C4H27O12",
  "method": "ωB97M-V with the def2-TZVPD basis set",
  "elements": ["C", "O", "C", "C", "C", "O", "H", "H", "H", "H", "H", "H", "H", "H", "H", "O", "H", "H", "O", "H", "H", "O", "H", "H", "O", "H", "H", "O", "H", "H", "O", "H", "H", "O", "H", "H", "O", "H", "H", "O", "H", "H", "O"],
  "positions_angstrom": [[0.223, -0.295, -2.427], [0.181, 0.860, -1.712], [-0.791, -1.275, -1.976], [-0.431, -1.972, -0.660], [-1.679, -2.558, -0.075], [-1.817, -3.045, 1.079], [0.091, -0.013, -3.537], [1.240, -0.666, -2.307], [-1.798, -0.795, -1.871], [-0.890, -2.001, -2.851], [-0.015, -1.232, 0.147], [0.411, -2.663, -0.830], [-2.560, -2.579, -0.647], [2.433, -0.769, 2.772], [0.839, -0.963, 2.893], [1.638, -0.992, 2.242], [0.530, 2.982, -2.307], [1.691, 2.250, -2.558], [1.497, 3.153, -2.268], [1.726, 1.125, -1.228], [2.761, 0.207, -0.635], [2.660, 1.072, -1.002], [0.254, 0.414, 0.945], [-0.295, 0.615, -0.481], [-0.561, 0.614, 0.559], [-0.366, 0.534, 3.416], [-1.041, -0.504, 2.588], [-0.533, -0.452, 3.453], [2.244, 0.737, 1.790], [2.655, 1.844, 0.962], [2.428, 1.583, 1.881], [-1.220, 1.851, 2.159], [0.008, 2.544, 2.509], [-0.757, 2.229, 2.917], [-2.161, 0.369, 0.296], [-3.134, 1.001, -0.652], [-3.073, 0.377, 0.085], [-2.044, 1.520, -2.464], [-0.862, 2.285, -2.098], [-1.737, 2.444, -2.610], [1.268, -2.661, 1.741], [0.040, -3.573, 1.298], [0.950, -3.601, 1.464]],
  "lowdin_charge": [-0.369, -0.336, -0.205, -0.159, -0.193, -0.006, 0.139, 0.106, 0.108, 0.136, 0.128, 0.130, 0.101, 0.084, 0.039, -0.120, 0.013, 0.015, -0.072, -0.036, 0.030, -0.061, -0.024, -0.001, -0.145, 0.043, 0.078, -0.072, -0.125, 0.049, -0.011, 0.035, 0.007, -0.025, -0.065, 0.030, -0.047, 0.016, 0.033, -0.115, 0.035, -0.065, -0.100],
  "gap_ev": 9.33,
  "homo_energy_ev": -6.4362,
  "relative_energy_kj_mol": 491.0,
  "lumo_energy_ev": 2.89,
  "e_tot_ev": -29157.186,
  "charge": -1
}


3.
{
  "formula": "C4H28O11SSi",
  "method": "ωB97M-V with the def2-TZVPD basis set",
  "elements": ["O", "S", "O", "O", "C", "C", "C", "C", "Si", "H", "H", "H", "H", "H", "H", "H", "H", "H", "H", "H", "H", "O", "H", "H", "O", "H", "H", "O", "H", "H", "O", "H", "H", "O", "H", "H", "O", "H", "H", "O", "H", "H", "O", "H", "H"],
  "positions_angstrom": [[-1.799, -0.444, -2.550], [-0.590, -0.937, -1.999], [-0.763, -1.904, -0.975], [0.232, -1.544, -3.227], [0.316, 0.473, -1.407], [1.639, 0.084, -0.783], [2.572, 1.268, -0.418], [2.037, 2.686, -0.646], [0.929, 3.317, 0.758], [0.954, -0.928, -3.459], [-0.357, 0.914, -0.689], [0.459, 1.117, -2.264], [2.176, -0.580, -1.449], [1.438, -0.487, 0.114], [2.902, 1.178, 0.609], [3.466, 1.165, -1.022], [2.895, 3.349, -0.640], [1.571, 2.827, -1.612], [0.099, 4.437, 0.260], [1.714, 3.737, 1.918], [-0.019, 2.222, 1.086], [-3.605, -2.900, 0.175], [-3.792, -3.845, 0.126], [-2.789, -2.784, -0.327], [2.418, 5.377, 3.503], [2.100, 5.818, 4.300], [3.355, 5.598, 3.483], [-2.496, -4.984, 2.602], [-2.278, -5.766, 2.083], [-2.574, -4.273, 1.952], [1.910, 1.246, -4.516], [2.389, 0.836, -5.246], [0.983, 1.169, -4.774], [-4.264, -1.379, 2.821], [-3.446, -0.919, 3.036], [-4.130, -1.700, 1.919], [3.096, 5.422, 6.249], [3.293, 4.489, 6.107], [3.433, 5.618, 7.129], [0.416, -4.140, -5.329], [0.319, -3.373, -4.754], [-0.446, -4.235, -5.747], [-5.134, -5.626, 0.789], [-5.739, -6.374, 0.821], [-5.059, -5.333, 1.706]],
  "lowdin_charge": [-0.268, 0.576, -0.260, -0.153, -0.255, -0.211, -0.253, -0.385, 0.681, 0.075, 0.084, 0.086, 0.105, 0.113, 0.097, 0.099, 0.063, 0.053, -0.076, -0.083, -0.068, -0.043, 0.016, 0.019, -0.094, 0.018, 0.035, -0.057, 0.038, 0.007, -0.046, 0.050, 0.045, -0.067, 0.028, -0.007, -0.058, 0.047, 0.045, -0.058, -0.002, 0.037, -0.056, 0.041, 0.039],
  "gap_ev": 10.52,
  "homo_energy_ev": -10.6183,
  "lumo_energy_ev": -0.10,
  "e_tot_ev": -45836.847
}